# 1
{"formula": "C2H4BaO", "method": "the ωB97M-V functional and the def2-TZVPD basis", "e_above_lowest_kcal_mol": 4.63, "molar_mass_da": 181.4, "total_energy_ev": -4870.126, "spin_multiplicity": 2, "homo_lumo_gap_ev": [5.68, 9.39], "total_charge": 1, "e_homo_ev": [-9.03, -13.21], "elements": ["O", "Ba", "C", "C", "H", "H", "H", "H"], "coordinates": [[-0.09446, 1.08776, 1.18907], [-1.20753, 2.75133, 3.28609], [-0.20593, 0.29797, 0.31734], [-0.65758, -0.60245, -0.52535], [-0.72873, -1.63726, -0.18527], [-1.14277, -0.26195, -1.44091], [2.22359, -0.55990, -1.10099], [1.81341, -1.07549, -1.53997]], "atomic_forces_ev_per_a": [[0.7, 0.1, -0.2], [0.2, -0.2, -0.3], [-2.0, -0.7, 0.1], [0.0, 0.7, 0.7], [0.3, 0.3, -0.3], [0.4, -0.2, 0.1], [-0.7, -1.1, -1.0], [1.0, 1.1, 0.9]], "lowdin_spin": [0.08, 0.91, 0.01, 0.00, 0.00, 0.00, 0.00, 0.00]}

***

# 2
{"formula": "C2H4Br2", "method": "the ωB97M-V functional and the def2-TZVPD basis", "e_above_lowest_kcal_mol": 2.28, "molar_mass_da": 187.9, "total_energy_ev": -142223.875, "homo_lumo_gap_ev": 10.81, "e_homo_ev": -10.07, "elements": ["Br", "C", "C", "Br", "H", "H", "H", "H"], "coordinates": [[0.13507, 2.22289, 0.12010], [-0.60240, 0.46238, -0.13613], [0.41260, -0.63536, -0.09280], [1.44574, -0.65757, 1.55466], [-1.11337, 0.44315, -1.09674], [-1.34749, 0.31904, 0.64359], [1.14690, -0.55005, -0.88780], [-0.07706, -1.60450, -0.10489]], "atomic_forces_ev_per_a": [[0.0, 0.2, -0.2], [-0.5, -0.2, 0.2], [0.5, -0.1, 0.2], [0.0, 0.0, 0.1], [0.1, 0.1, -0.1], [0.0, 0.1, 0.0], [-0.1, -0.1, -0.1], [-0.1, 0.0, -0.2]], "mulliken_charge": [-0.12, -0.56, -0.60, -0.12, 0.35, 0.35, 0.36, 0.35]}

***

# 3
{"formula": "C2H4BrCl", "method": "the ωB97M-V functional and the def2-TZVPD basis", "e_above_lowest_kcal_mol": 60.34, "molar_mass_da": 143.4, "total_energy_ev": -84701.353, "homo_lumo_gap_ev": [8.96, 8.96], "e_homo_ev": [-10.61, -10.61], "elements": ["Cl", "C", "C", "Br", "H", "H", "H", "H"], "coordinates": [[-2.38182, -0.58681, 0.02047], [-0.57635, -0.38216, -0.00857], [0.42295, 0.70420, -0.21890], [2.62697, -0.23253, 0.00689], [-0.24008, -1.19814, -0.56531], [-0.43991, -0.75262, 0.98762], [0.02723, 1.26743, -0.97459], [0.56102, 1.18063, 0.75240]], "atomic_forces_ev_per_a": [[0.2, 1.4, -0.9], [0.7, -2.6, 2.2], [0.3, -1.0, 3.7], [-2.9, 1.1, -0.8], [0.2, -1.4, -1.4], [0.5, -0.1, 0.6], [0.8, 2.0, -2.6], [0.3, 0.6, -0.8]], "mulliken_charge": [-0.18, -0.56, -0.59, -0.17, 0.44, 0.32, 0.39, 0.35]}

***

# 4
{"formula": "C2H4BrCl", "method": "the ωB97M-V functional and the def2-TZVPD basis", "e_above_lowest_kcal_mol": 3.13, "molar_mass_da": 143.4, "total_energy_ev": -84699.347, "spin_multiplicity": 3, "homo_lumo_gap_ev": [8.86, 5.82], "e_homo_ev": [-7.87, -10.13], "elements": ["C", "C", "Cl", "Br", "H", "H", "H", "H"], "coordinates": [[0.20072, 0.21308, -0.41760], [-0.33441, -0.10249, 0.91530], [0.78886, -2.12324, -1.45528], [-0.65281, 1.67632, 1.69283], [1.25371, 0.66545, -0.40271], [-0.43971, 0.56512, -1.09170], [0.19718, -0.75759, 1.65961], [-1.29632, -0.48898, 0.61601]], "atomic_forces_ev_per_a": [[5.2, 0.3, 3.8], [-0.2, -0.6, -0.9], [0.2, -0.9, -0.4], [-0.2, 0.2, 0.7], [-1.5, -0.8, -0.5], [-2.5, 1.2, -2.8], [-0.4, 0.9, -1.0], [-0.6, -0.4, 1.1]], "lowdin_spin": [0.66, 0.05, 1.08, 0.14, 0.02, 0.03, 0.00, 0.00]}

***

# 5
{"formula": "C2H4BrN", "method": "the ωB97M-V functional and the def2-TZVPD basis", "e_above_lowest_kcal_mol": 19.57, "molar_mass_da": 122.0, "total_energy_ev": -73670.144, "homo_lumo_gap_ev": 10.44, "e_homo_ev": -10.75, "elements": ["C", "C", "N", "H", "H", "H", "Br", "H"], "coordinates": [[-1.16501, 0.51525, -0.20607], [-0.57171, -0.70485, 0.20986], [-0.27326, -1.77146, 0.47139], [-1.86481, 0.72691, 0.61420], [-1.69177, 0.32377, -1.18677], [-0.51264, 1.43943, -0.22151], [2.65621, 0.27497, -0.37754], [3.42299, -0.80403, 0.69644]], "atomic_forces_ev_per_a": [[-0.7, 1.9, -0.3], [0.4, -0.2, -0.4], [0.5, -1.1, 0.5], [-0.4, 0.2, -0.6], [0.5, 0.6, 1.1], [-0.4, -1.4, -0.3], [1.9, -2.3, 2.4], [-1.8, 2.4, -2.4]], "mulliken_charge": [-0.67, 0.29, -0.36, 0.24, 0.23, 0.29, -0.25, 0.23]}

***

# 6
{"formula": "C2H4BrN2", "method": "the ωB97M-V functional and the def2-TZVPD basis", "e_above_lowest_kcal_mol": 84.71, "molar_mass_da": 136.0, "total_energy_ev": -75149.759, "homo_lumo_gap_ev": 9.87, "total_charge": 1, "e_homo_ev": -15.19, "elements": ["C", "N", "N", "C", "Br", "H", "H", "H", "H"], "coordinates": [[-0.61601, -1.35240, 0.00764], [-0.24802, 0.29580, 0.02180], [0.47230, 1.22057, -0.93768], [0.37836, 1.32765, 0.42800], [0.68739, 2.42523, 1.80147], [-1.39174, -1.42635, -0.74283], [0.31223, -1.84565, -0.25439], [-0.95160, -1.54396, 1.01845], [1.35710, 0.89911, -1.34247]], "atomic_forces_ev_per_a": [[0.6, 2.7, 0.2], [-0.1, -2.6, 0.8], [-0.1, 1.2, -1.6], [-0.8, -1.2, -0.1], [0.2, -0.1, 0.1], [0.0, 0.1, 0.0], [0.1, 0.1, 0.0], [0.0, 0.0, 0.0], [0.2, -0.3, 0.6]], "mulliken_charge": [-0.46, -0.05, -0.43, 0.59, 0.17, 0.28, 0.30, 0.30, 0.29]}

***

# 7
{"formula": "C2H4BrN2P", "method": "the ωB97M-V functional and the def2-TZVPD basis", "molar_mass_da": 166.9, "total_energy_ev": -84443.050, "spin_multiplicity": 3, "homo_lumo_gap_ev": [5.79, 6.18], "e_homo_ev": [-6.13, -9.28], "elements": ["C", "C", "N", "N", "P", "Br", "H", "H", "H", "H"], "coordinates": [[0.52325, 0.21888, -0.79423], [-0.72862, 0.66691, -0.20152], [-1.75457, -1.00620, 2.26157], [0.91440, -0.55851, 0.35239], [-0.84398, -0.58839, 1.17117], [2.35240, -1.70585, 0.23921], [0.30684, -0.45159, -1.69352], [1.27085, 0.94409, -0.97064], [-0.49290, 1.49841, 0.51853], [-1.54765, 0.98226, -0.88296]], "atomic_forces_ev_per_a": [[0.1, -2.5, -1.3], [-2.6, 3.4, 1.0], [-1.8, 0.4, 1.7], [2.9, -0.8, -0.2], [-0.3, -1.8, -1.0], [0.2, 0.0, -0.1], [0.7, 0.9, 0.9], [0.7, 0.9, -0.7], [-0.3, 0.0, -0.9], [0.4, -0.4, 0.6]], "lowdin_spin": [0.07, 0.14, 0.43, 0.71, 0.32, 0.29, 0.02, 0.02, 0.00, 0.01]}

***

# 8
{"formula": "C2H4BrNO2", "method": "the ωB97M-V functional and the def2-TZVPD basis", "e_above_lowest_kcal_mol": 176.93, "molar_mass_da": 154.0, "total_energy_ev": -77758.655, "homo_lumo_gap_ev": [8.53, 9.32], "e_homo_ev": [-10.65, -9.36], "elements": ["C", "C", "N", "O", "O", "Br", "H", "H", "H", "H"], "coordinates": [[0.80172, -0.76660, 0.67288], [-0.46074, -0.27856, 0.19132], [-0.57386, 1.09590, -0.01761], [0.48111, 1.71059, 0.18127], [-1.64409, 1.60735, -0.37867], [-1.95075, -1.33583, -0.08199], [1.60424, -0.00748, 0.58929], [1.34504, -1.48282, -0.09987], [0.63967, -1.11403, 1.61110], [-0.24235, 0.57147, -2.66771]], "atomic_forces_ev_per_a": [[3.3, -0.3, -4.5], [-1.0, 0.0, -0.7], [-0.5, 1.3, -0.3], [-0.7, 0.8, -0.3], [1.0, -0.5, 0.4], [0.3, 0.2, 0.1], [-1.0, 0.0, 0.8], [-1.7, 0.4, 1.7], [0.3, -1.7, 2.9], [0.0, 0.0, -0.1]], "mulliken_charge": [-0.94, 0.17, 0.93, -0.61, -0.55, 0.00, 0.33, 0.30, 0.34, 0.03]}

***

# 9
{"formula": "C2H4BrP", "method": "the ωB97M-V functional and the def2-TZVPD basis", "e_above_lowest_kcal_mol": 27.23, "molar_mass_da": 138.9, "total_energy_ev": -81468.471, "homo_lumo_gap_ev": 9.90, "e_homo_ev": -9.37, "elements": ["C", "C", "P", "Br", "H", "H", "H", "H"], "coordinates": [[0.38049, -0.29856, -1.27877], [0.11834, -0.56250, 0.00695], [-0.04092, 0.25998, 1.75740], [-0.03130, 2.35364, 1.19533], [0.33251, -1.04194, -2.12339], [1.17257, 0.43098, -1.39520], [-0.57048, -1.31194, 0.06420], [-1.36121, 0.17034, 1.77349]], "atomic_forces_ev_per_a": [[2.8, -0.3, 0.7], [-1.1, 1.7, 0.2], [3.2, -0.9, -1.7], [0.1, 1.1, -0.1], [-0.6, 0.8, 1.2], [-0.3, 0.7, -0.7], [-1.7, -2.8, 0.6], [-2.3, -0.4, -0.2]], "mulliken_charge": [-0.53, -0.30, 0.10, -0.14, 0.26, 0.26, 0.29, 0.06]}

***

# 10
{"formula": "C2H4CdO2", "method": "the ωB97M-V functional and the def2-TZVPD basis", "e_above_lowest_kcal_mol": 2.75, "molar_mass_da": 172.5, "total_energy_ev": -10785.843, "spin_multiplicity": 2, "homo_lumo_gap_ev": [9.14, 7.95], "total_charge": 1, "e_homo_ev": [-12.68, -14.10], "elements": ["O", "H", "O", "Cd", "H", "C", "C", "H", "H"], "coordinates": [[0.24815, 1.43174, 0.11102], [0.06998, 2.37682, 0.19592], [0.74379, -1.01422, -0.00982], [2.18070, 0.47633, -0.09515], [0.89024, -1.96545, -0.04287], [-0.60760, -0.66735, -0.13094], [-0.86939, 0.70058, -0.06824], [-1.19564, -1.23689, -0.85607], [-1.46023, -0.10157, 0.89615]], "atomic_forces_ev_per_a": [[-0.3, 0.8, 0.9], [-0.3, 0.0, 0.0], [-1.5, -2.1, 0.0], [3.0, 1.1, -0.2], [0.0, -0.3, 0.0], [0.4, 1.7, -0.6], [-1.5, -1.0, -0.3], [-0.4, -0.3, 1.0], [0.6, 0.1, -0.9]], "lowdin_spin": [0.13, 0.01, 0.14, 0.68, 0.01, 0.02, 0.01, 0.00, 0.00]}

***

# 11
{"formula": "C2H4Cl2", "method": "the ωB97M-V functional and the def2-TZVPD basis", "e_above_lowest_kcal_mol": 1.20, "molar_mass_da": 99.0, "total_energy_ev": -27183.907, "homo_lumo_gap_ev": 11.76, "e_homo_ev": -10.82, "elements": ["Cl", "C", "C", "Cl", "H", "H", "H", "H"], "coordinates": [[-1.05249, -1.78264, 0.29771], [-0.75630, -0.05500, 0.01892], [0.69785, 0.24207, -0.17620], [1.66047, -0.02781, 1.29313], [-1.18428, 0.47909, 0.86336], [-1.29458, 0.24257, -0.88187], [0.81634, 1.28824, -0.45487], [1.11298, -0.38653, -0.96019]], "atomic_forces_ev_per_a": [[-0.1, -0.2, 0.0], [-0.4, 0.1, 0.0], [0.2, 0.1, -0.1], [0.0, 0.0, 0.1], [0.1, 0.0, 0.0], [0.0, -0.1, 0.0], [0.0, 0.0, 0.0], [0.0, 0.0, 0.0]], "mulliken_charge": [-0.18, -0.42, -0.43, -0.18, 0.32, 0.28, 0.28, 0.32]}

***

# 12
{"formula": "C2H4Cl2", "method": "the ωB97M-V functional and the def2-TZVPD basis", "e_above_lowest_kcal_mol": 4.76, "molar_mass_da": 99.0, "total_energy_ev": -27183.753, "homo_lumo_gap_ev": 11.83, "e_homo_ev": -10.81, "elements": ["Cl", "C", "C", "Cl", "H", "H", "H", "H"], "coordinates": [[-1.65390, 1.27282, -0.37609], [-0.77177, -0.22472, -0.18069], [0.73278, 0.19290, 0.10250], [1.63349, -1.23905, 0.63257], [-0.78187, -0.90540, -1.03197], [-1.15418, -0.76012, 0.68834], [0.78309, 0.94581, 0.88907], [1.21235, 0.71775, -0.72373]], "atomic_forces_ev_per_a": [[-0.6, 0.3, -0.4], [2.4, -0.1, 0.7], [-1.3, 0.2, 0.2], [0.2, 0.0, -0.2], [-0.4, 0.4, -0.2], [0.0, 0.1, -0.1], [-0.3, -0.3, 0.3], [-0.1, -0.7, -0.4]], "mulliken_charge": [-0.18, -0.39, -0.50, -0.20, 0.31, 0.30, 0.32, 0.34]}